Computed, not measured: a cluster of 14 separate species, C42H119N7O21 in total in a non-equilibrium geometry, with the ωB97M-V functional and the def2-TZVPD basis.

electronic energy: -98903.6785 eV
F_max: 2.84 eV/A
energy relative to the best compared isomer or geometry (same formula, charge and spin): 145.49 kJ/mol

Positions of all 189 atoms, in Å:
1 C 1.3450 -3.0518 5.7010
2 C 2.6437 -3.1813 4.8850
3 O 3.0413 -1.9413 4.4085
4 O 0.1984 -2.7726 4.8837
5 H 1.5257 -2.2038 6.3194
6 H 1.1684 -3.9515 6.3396
7 H 2.2746 -3.7855 4.0353
8 H 3.4713 -3.7373 5.3881
9 H 3.2494 -1.9822 3.4687
10 H -0.1309 -3.5521 4.3943
11 C -3.3202 -4.9943 2.6100
12 C -1.8465 -4.4407 2.5496
13 O -1.1137 -5.0370 3.6250
14 O -3.6958 -4.8809 3.9039
15 H -3.2815 -6.0551 2.3771
16 H -3.9637 -4.5002 1.8973
17 H -1.8159 -3.3770 2.6592
18 H -1.3869 -4.6039 1.5674
19 H -1.7446 -4.9807 4.3704
20 H -3.8688 -3.9466 4.1503
21 C -1.0893 1.6676 7.0443
22 C -0.4891 0.7440 5.9723
23 O -0.6185 -0.5954 6.3868
24 O -0.8050 1.4380 8.3923
25 H -2.1630 1.6782 6.8656
26 H -0.8036 2.6856 6.8503
27 H 0.5298 1.0888 5.7971
28 H -1.1182 0.9311 5.0976
29 H -0.5205 -1.2046 5.6243
30 H -0.9759 0.5046 8.5746
31 C 0.0724 2.7053 -5.1538
32 C 1.5253 3.0692 -5.0943
33 O 2.2424 2.2624 -4.0622
34 O -0.5991 2.6776 -3.9075
35 H 0.0214 1.6617 -5.5169
36 H -0.3373 3.2688 -5.9832
37 H 1.6386 4.1252 -4.8678
38 H 1.9767 2.9394 -6.1003
39 H 1.7495 2.5339 -3.2510
40 H -0.9072 3.5466 -3.6163
41 C -0.5448 4.0786 3.0357
42 C 0.6387 3.4274 2.4301
43 O 1.3793 4.4176 1.6696
44 O -1.4191 3.0320 3.3990
45 H -0.9978 4.7652 2.2744
46 H -0.2758 4.7223 3.8778
47 H 0.3206 2.5798 1.7776
48 H 1.2434 2.9881 3.2056
49 H 2.3332 4.1852 1.7134
50 H -2.1973 3.3318 3.9336
51 C 1.5155 -3.8806 -0.7576
52 C 2.0766 -4.4523 0.4962
53 O 1.2507 -4.3678 1.6452
54 O 1.2751 -2.5485 -0.7827
55 H 0.5793 -4.5079 -1.0617
56 H 2.2962 -4.1362 -1.5056
57 H 3.0312 -3.9534 0.8324
58 H 2.2402 -5.4382 0.0292
59 H 0.6151 -5.1091 1.6444
60 H 0.6557 -2.2261 -0.0644
61 C 4.0126 3.0079 -1.5333
62 C 2.7363 3.2491 -0.7469
63 O 1.8055 3.3784 -1.7947
64 O 4.8469 2.1251 -0.8593
65 H 4.5017 3.9934 -1.6855
66 H 3.7484 2.5952 -2.4986
67 H 2.8637 4.1755 -0.2072
68 H 2.5200 2.3743 -0.1213
69 H 0.9449 3.6363 -1.4865
70 H 4.9713 1.3461 -1.4315
71 C -0.5572 7.8951 0.0759
72 C -0.2509 6.6744 -0.8797
73 C -1.6120 6.0377 -1.2176
74 O -1.3616 4.7028 -1.7628
75 C -2.5152 3.9220 -1.6244
76 N 0.4733 7.1404 -1.9909
77 H -1.3989 7.7333 0.6955
78 H -0.7819 8.8023 -0.4851
79 H 0.2671 8.1580 0.7614
80 H 0.3344 5.9376 -0.3129
81 H -2.1872 6.6244 -1.9395
82 H -2.2752 5.9866 -0.3128
83 H -2.8441 3.8311 -0.5497
84 H -2.3229 2.9208 -1.9665
85 H -3.3202 4.2748 -2.2029
86 H -0.0402 7.8525 -2.4408
87 H 0.7057 6.4590 -2.6723
88 C -4.3512 0.5873 -4.6193
89 C -3.7617 -0.5378 -5.4699
90 C -4.8777 -1.2580 -6.2580
91 O -4.3190 -2.2626 -7.1013
92 C -4.1216 -3.4517 -6.3435
93 N -2.8437 0.0204 -6.4806
94 H -4.8535 1.3800 -5.1759
95 H -3.6080 1.0858 -3.9997
96 H -5.1050 0.1161 -3.9772
97 H -3.3391 -1.2912 -4.7980
98 H -5.3379 -0.5200 -6.9171
99 H -5.6425 -1.6579 -5.6054
100 H -5.0258 -3.6739 -5.7141
101 H -3.1597 -3.4367 -5.7892
102 H -4.0334 -4.2607 -7.0865
103 H -2.1724 0.7306 -6.2090
104 H -2.4119 -0.7666 -7.0401
105 C 3.1077 0.2518 1.8687
106 C 4.3971 0.6996 2.4655
107 C 5.5310 -0.1462 1.9535
108 O 5.2973 -1.5227 2.0836
109 C 5.6982 -2.1866 0.9016
110 N 4.5678 2.1584 2.1981
111 H 2.3534 0.8226 2.3360
112 H 2.8396 -0.7596 2.0803
113 H 3.0553 0.5052 0.8103
114 H 4.3740 0.7210 3.5625
115 H 6.4144 0.1008 2.5678
116 H 5.7352 0.0844 0.8558
117 H 5.0942 -1.9342 0.0370
118 H 5.4744 -3.1947 1.1968
119 H 6.7568 -2.0219 0.6002
120 H 5.3166 2.5491 2.7737
121 H 5.0244 2.2257 1.2928
122 C -3.6906 -0.1047 3.8279
123 C -4.3693 -0.9091 4.9869
124 C -5.8562 -1.1664 4.7457
125 O -6.3693 -2.0196 5.7133
126 C -7.6050 -2.6437 5.4702
127 N -3.6473 -2.2242 5.1591
128 H -3.1498 0.7692 4.2456
129 H -4.4137 0.2953 3.0840
130 H -3.0981 -0.8633 3.2743
131 H -4.2942 -0.3720 5.9785
132 H -5.9958 -1.5486 3.7276
133 H -6.4147 -0.2355 4.8049
134 H -7.7735 -3.4597 6.1384
135 H -7.7270 -3.0399 4.4448
136 H -8.4282 -1.9420 5.7540
137 H -2.6893 -2.0343 5.4154
138 H -4.0563 -2.6086 6.0066
139 C 6.2606 2.2586 -3.9419
140 C 6.7876 0.8426 -3.6814
141 C 5.7084 -0.2993 -3.6358
142 O 4.8291 -0.0641 -2.5613
143 C 3.7192 -0.9797 -2.5416
144 N 7.8729 0.6242 -4.6226
145 H 5.5679 2.2955 -4.7617
146 H 7.0775 2.9200 -4.2474
147 H 5.7696 2.7511 -3.1201
148 H 7.1720 0.7488 -2.6780
149 H 6.2721 -1.1938 -3.5382
150 H 5.1517 -0.2548 -4.5781
151 H 3.1312 -0.6661 -1.6415
152 H 4.0972 -2.0290 -2.4707
153 H 3.2058 -0.8477 -3.5217
154 H 8.3374 -0.2682 -4.4926
155 H 7.4808 0.7313 -5.5728
156 C -2.3041 -3.7848 -1.6331
157 C -2.0351 -3.9864 -3.1439
158 C -1.0004 -2.9754 -3.6458
159 O -1.5870 -1.6890 -3.6230
160 C -0.6692 -0.7018 -4.0108
161 N -1.5251 -5.3624 -3.3117
162 H -2.6846 -2.7857 -1.4943
163 H -1.4238 -3.8707 -1.0102
164 H -2.9824 -4.5273 -1.2270
165 H -2.9179 -3.8282 -3.7753
166 H -0.5567 -3.1107 -4.7005
167 H -0.1203 -2.8842 -2.9619
168 H -1.2537 0.1745 -4.2440
169 H -0.0306 -0.9641 -4.8660
170 H 0.0460 -0.4561 -3.2351
171 H -0.6692 -5.3246 -2.7825
172 H -1.2481 -5.4934 -4.2646
173 C -0.5730 0.7392 -0.9934
174 C -1.6039 -0.3047 -0.6239
175 C -1.5379 -0.5282 0.8667
176 O -0.1988 -1.0378 1.1766
177 C 0.0372 -0.8646 2.5665
178 N -3.0023 0.0375 -0.9622
179 H -0.4300 0.9334 -2.0286
180 H 0.4188 0.4324 -0.6660
181 H -0.7451 1.6547 -0.4098
182 H -1.4224 -1.2439 -1.1474
183 H -2.3233 -1.2235 1.1246
184 H -1.6141 0.3845 1.3731
185 H 0.1974 0.2054 2.7047
186 H 0.8306 -1.4924 2.8676
187 H -0.8513 -1.0231 3.1981
188 H -3.1681 -0.0754 -1.9506
189 H -3.3463 0.8637 -0.5231

Löwdin population analysis, charges in e, atoms 1 to 2: -0.194, -0.254

=====

Computed, not measured: a cluster of 2 separate species, C10H8IN2PS in total in a non-equilibrium geometry, with the ωB97M-V functional and the def2-TZVPD basis.

electronic energy: -41700.4072 eV
F_max: 5.77 eV/A
energy relative to the best compared isomer or geometry (same formula, charge and spin): 351.04 kJ/mol

Positions of all 23 atoms, in Å:
1 C -1.5612 -1.7257 -2.0505
2 C 2.2066 1.7516 0.9045
3 C -0.4833 -0.7903 -2.1968
4 C 1.3487 0.7255 1.2287
5 C -1.4241 -2.6570 -1.0022
6 C 1.4954 3.0180 0.5468
7 C 0.6194 -1.7215 -0.3610
8 C -0.5503 2.0433 1.0155
9 C 0.5796 -0.7839 -1.3537
10 C 0.0326 0.7945 1.3482
11 N -0.3373 -2.5953 -0.2167
12 N 0.2037 3.0429 0.6151
13 P -0.9405 -0.7334 1.9202
14 S -2.7439 -0.2637 1.3429
15 I -0.4893 -0.2412 4.3204
16 H -2.3149 -1.8473 -2.8528
17 H 3.2427 1.5632 0.8471
18 H -0.3495 -0.1009 -3.1348
19 H 1.4352 -0.1291 -1.6141
20 H -2.0487 -3.4626 -0.9675
21 H 2.1677 3.6250 0.0230
22 H 1.4528 -1.7695 0.3767
23 H -1.5416 2.2576 1.2612

Löwdin population analysis, charges in e, atoms 1 to 2: -0.041, -0.020

=====

Computed, not measured: a structure of composition C26H45AgNO17 in a non-equilibrium geometry, with the ωB97M-V functional and the def2-TZVPD basis.

electronic energy: -67978.7878 eV
F_max: 4.56 eV/A
net charge: +1
energy relative to the best compared isomer or geometry (same formula, charge and spin): 308.01 kJ/mol

Positions of all 90 atoms, in Å:
1 Ag -0.6547 -0.3372 -0.0917
2 C 5.8743 -2.5197 0.2217
3 C 4.8625 -3.2077 -0.3541
4 C 3.7614 -2.5048 -0.7399
5 C 3.7478 -1.0728 -0.6362
6 C 4.8076 -0.3971 -0.0809
7 C 5.8890 -1.1173 0.3748
8 N 2.5899 -0.3010 -1.0888
9 O 1.4854 -0.8544 -1.0636
10 O 2.7022 0.8392 -1.5047
11 H 6.8223 -2.9408 0.5223
12 H 4.8575 -4.2828 -0.4577
13 H 2.9728 -3.0102 -1.2775
14 H 4.8783 0.6768 -0.1705
15 H 6.7424 -0.6408 0.8342
16 C 1.4954 5.6707 -2.1072
17 C 0.9220 4.3078 -1.7559
18 O 0.7886 4.2533 -0.3274
19 C 0.4360 3.0661 0.2581
20 O 0.2125 1.9944 -0.2954
21 O 0.3757 3.2059 1.6290
22 C 0.6266 4.3997 2.2374
23 H 2.3513 5.9883 -1.5117
24 H 0.7468 6.4241 -1.8618
25 H 1.7456 5.6243 -3.1671
26 H 1.6179 3.4959 -1.9673
27 H 0.0001 4.0305 -2.2672
28 H -0.0675 5.1733 1.9089
29 H 1.6373 4.7257 1.9919
30 H 0.5321 4.2370 3.3110
31 C 2.4503 -6.0838 -0.6729
32 C 0.9912 -5.7607 -0.8726
33 O 0.6706 -4.5300 -0.3048
34 C -0.5397 -3.9085 -0.4443
35 O -0.6020 -2.7059 -0.4316
36 O -1.4770 -4.8668 -0.6852
37 C -2.6930 -4.5116 -1.2805
38 H 2.5083 -7.0714 -1.1305
39 H 2.6417 -6.2260 0.3907
40 H 3.1897 -5.3280 -0.9375
41 H 0.3656 -6.4462 -0.3009
42 H 0.6735 -5.7616 -1.9153
43 H -3.5154 -4.8135 -0.6318
44 H -2.8218 -4.9995 -2.2467
45 H -2.7921 -3.4610 -1.5531
46 C -0.2632 2.7324 -4.6138
47 C -0.1059 1.3941 -3.7996
48 O -1.2138 0.6197 -4.1845
49 C -1.9847 0.0379 -3.2681
50 O -1.9530 0.0602 -2.0649
51 O -2.9102 -0.6912 -3.9705
52 C -4.0036 -1.3569 -3.3378
53 H 0.4386 3.4917 -4.2689
54 H -1.2855 3.0839 -4.4743
55 H -0.2318 2.5895 -5.6940
56 H -0.0003 1.6372 -2.7423
57 H 0.7633 0.7644 -3.9898
58 H -3.6302 -1.9426 -2.4977
59 H -4.5595 -1.9275 -4.0817
60 H -4.8772 -0.8147 -2.9760
61 C -1.0193 0.6222 4.8026
62 C 0.4918 0.7959 4.4193
63 O 1.0842 -0.5008 4.2229
64 C 1.1599 -1.1278 3.0150
65 O 0.9944 -0.5917 1.9025
66 O 1.6525 -2.2860 3.1846
67 C 2.1555 -3.1338 2.1369
68 H -1.1427 0.1324 5.7685
69 H -1.6019 0.0260 4.1003
70 H -1.3651 1.6514 4.8981
71 H 1.1259 1.4535 5.0140
72 H 0.5134 1.1827 3.4005
73 H 1.9196 -4.1783 2.3406
74 H 3.2068 -3.1072 1.8504
75 H 1.5946 -2.9637 1.2178
76 C -3.4922 3.8195 3.0638
77 C -4.4684 2.6774 3.3105
78 O -3.7544 1.4348 3.0053
79 C -3.3942 1.0768 1.7328
80 O -2.4180 0.4073 1.4477
81 O -4.3140 1.5377 0.8506
82 C -4.2536 1.3170 -0.5579
83 H -3.9333 4.7015 3.5281
84 H -3.5306 4.1263 2.0186
85 H -2.4523 3.7174 3.3741
86 H -5.4452 2.7745 2.8366
87 H -4.7284 2.6809 4.3690
88 H -3.8256 0.3187 -0.6481
89 H -3.5513 1.9597 -1.0888
90 H -5.2000 1.3458 -1.0980

Löwdin population analysis, charges in e, atoms 1 to 2: 0.783, -0.062

=====

Computed, not measured: a cluster of 5 separate species, C2H16N2O4 in total in a non-equilibrium geometry, with the ωB97M-V functional and the def2-TZVPD basis.

electronic energy: -13502.7063 eV
F_max: 6.27 eV/A
energy relative to the best compared isomer or geometry (same formula, charge and spin): 214.71 kJ/mol

Positions of all 24 atoms, in Å:
1 N 0.6804 1.0073 -0.8664
2 C -0.6054 1.3719 -1.3945
3 C -1.6361 0.1985 -1.3336
4 N -1.8302 -0.4455 0.0079
5 H 0.5708 0.4152 -0.1009
6 H 1.1434 1.7612 -0.4416
7 H -0.5755 1.7478 -2.5248
8 H -1.1740 2.1747 -0.7836
9 H -2.6127 0.5590 -1.7033
10 H -1.1767 -0.5785 -1.9267
11 H -1.4069 0.1358 0.7276
12 H -2.8191 -0.3667 0.2263
13 H 2.3256 2.8101 1.8323
14 H 1.5776 1.5560 2.1897
15 O 1.4736 2.4860 1.9836
16 H 0.7896 -0.2643 3.4711
17 H 0.7763 -0.7319 1.8944
18 O 0.8855 0.0627 2.6149
19 H 1.5406 -2.6703 1.0795
20 H 0.2967 -2.3455 0.4106
21 O 0.7902 -2.2599 1.2898
22 H 0.5141 -2.6886 -2.7810
23 H -0.0784 -1.5811 -1.9561
24 O 0.5506 -2.3538 -1.9153

Löwdin population analysis, charges in e, atoms 1 to 2: 0.029, -0.290

=====

Computed, not measured: a cluster of 4 separate species, CH11N2O3 in total, with the ωB97M-V functional and the def2-TZVPD basis.

electronic energy: -10332.2925 eV
F_max: 0.83 eV/A
net charge: +1
energy relative to the best compared isomer or geometry (same formula, charge and spin): 101.22 kJ/mol

Positions of all 17 atoms, in Å:
1 N -0.8192 0.4757 0.1846
2 C -0.7820 -0.7563 0.6074
3 N -1.4834 -1.2030 1.6275
4 H -1.3100 1.1647 0.7260
5 H -0.5509 0.7777 -0.7558
6 H -0.1093 -1.3983 0.0659
7 H -1.2831 -2.1131 2.0036
8 H -2.1955 -0.6068 2.0279
9 H 0.1221 0.3331 -3.0157
10 H 0.2532 1.8478 -2.7765
11 O -0.1756 1.0545 -2.4451
12 H -0.4852 3.8433 0.6000
13 H 0.1394 4.1563 -0.7149
14 O -0.2045 3.4117 -0.2125
15 H 3.1610 -3.5571 -0.0604
16 H 2.6876 -3.3844 1.3704
17 O 3.0353 -4.0458 0.7676

Löwdin population analysis, charges in e, atoms 1 to 2: 0.195, -0.166

=====

Computed, not measured: a cluster of 2 separate species, C3H8NO in total in a non-equilibrium geometry, with the ωB97M-V functional and the def2-TZVPD basis.

electronic energy: -6769.2379 eV
F_max: 3.44 eV/A
net charge: +1
energy relative to the best compared isomer or geometry (same formula, charge and spin): 186.38 kJ/mol

Positions of all 13 atoms, in Å:
1 C 1.1924 2.0452 0.8482
2 N 1.2498 1.7709 2.0879
3 H 1.8479 2.8547 0.5292
4 H 0.5529 1.5585 0.0530
5 H 0.9154 0.8547 2.4304
6 H 1.6902 2.5280 2.6906
7 O -0.0938 -0.4516 0.0384
8 C -0.4125 -1.0801 -0.9793
9 C -1.6129 -2.0354 -1.4216
10 H 0.3741 -1.2706 -1.7769
11 H -2.0983 -1.6785 -2.3321
12 H -1.1725 -3.1762 -1.5948
13 H -2.4327 -1.9196 -0.5730

Löwdin population analysis, charges in e, atoms 1 to 2: 0.137, 0.190